*w*
49
Properties=species:S:1:pos:R:3:mulliken_charge:R:1 method="wB97M-V/def2-TZVPD" homo_ev=-8.43 homo_lumo_gap_ha=0.3350
C -5.77537 -0.08758 -1.12713 -0.917
H -6.28068 0.80265 -1.29630 0.368
O -4.54208 0.37489 -0.48229 -0.366
C -3.66255 -0.66830 -0.27128 1.373
C -3.76797 -2.14340 -0.79324 -1.270
C -2.80882 -2.92485 -0.31005 0.018
C -1.72524 -2.52272 0.48405 -1.423
C -1.57557 -1.04789 0.58640 -0.195
C -2.62791 -0.15159 0.33232 -0.034
C -2.45146 1.23249 0.83034 -0.320
N -1.20442 1.99421 0.70297 -0.135
C -0.84523 2.56065 -0.50702 0.622
O -1.43802 2.65167 -1.42230 -0.421
C 0.80106 2.79335 -0.37285 -1.449
N 1.46647 1.45981 -0.86390 -0.075
C 1.63548 0.48786 0.31157 0.215
O 1.43298 0.51649 1.40976 -0.515
C 2.29117 -0.83483 -0.23043 0.761
C 3.26103 -1.30036 0.75296 -0.904
C 4.38307 -0.53494 1.20032 -1.360
C 5.21073 -0.45425 -0.27109 -0.604
C 4.31865 0.26940 -1.15005 -0.639
C 3.18630 -0.55433 -1.51335 -1.613
H 2.56241 -0.21963 -2.24071 0.802
H 3.50191 -1.50757 -2.09274 0.392
H 4.22817 1.21005 -1.03135 0.594
H 5.04894 0.05487 -2.21701 0.198
H 6.17400 0.32576 -0.00888 0.285
H 5.52435 -1.47471 -0.37966 0.365
H 4.15250 0.37075 1.50252 0.567
H 5.00987 -0.94232 1.82399 0.528
H 2.51991 -1.47755 1.59651 0.337
H 3.46607 -2.38536 0.55705 0.436
H 1.44993 -1.56415 -0.54738 0.128
H 1.55455 1.19997 -1.70978 0.038
H 1.06659 3.66362 -1.11936 0.357
H 1.13553 3.03979 0.40761 0.786
H -0.43966 1.49023 1.60105 0.445
C -2.96188 1.49445 2.30454 -1.462
H -2.42067 0.99822 3.04591 0.452
H -3.88695 1.02521 2.55468 0.447
H -3.03435 2.57005 2.81536 0.275
H -3.22816 1.82208 0.20282 0.371
H -0.72774 -0.86916 1.26742 0.410
H -0.93499 -3.01578 0.47379 0.577
H -2.67236 -3.93234 -0.68856 0.332
H -4.57706 -2.44483 -1.12373 0.641
H -6.27498 -1.01818 -0.67509 0.292
H -5.51753 -0.33188 -2.31842 0.290


*x*
49
Properties=species:S:1:pos:R:3:mulliken_charge:R:1 method="wB97M-V/def2-TZVPD" smiles="CCOCCCNC(=O)[C@H]1CCC(=O)N1CCc1ccccc1" homo_ev=-8.91 homo_lumo_gap_ha=0.3578
C -3.53428 -1.11377 1.47436 -1.087
C -2.93945 -1.95067 0.35359 -0.288
O -1.52367 -1.91013 0.43825 -0.267
C -0.85418 -2.88874 -0.32823 -0.530
C -0.67163 -2.51151 -1.80390 -0.835
C 0.40529 -1.45068 -1.99124 -0.435
N 0.04139 -0.22668 -1.30816 0.515
C 0.80034 0.87298 -1.42506 -0.151
O 1.74335 0.95803 -2.18652 -0.704
C 0.35930 2.08820 -0.59306 0.822
C -0.35858 3.10602 -1.50176 -1.035
C -1.83652 2.80766 -1.27802 -0.532
C -1.87388 2.17860 0.10355 0.481
O -2.85363 2.00812 0.79961 -0.721
N -0.61696 1.81086 0.43379 -0.015
C -0.35609 1.12590 1.68668 0.065
C 1.05972 1.32501 2.22965 -1.710
C 2.10497 0.53857 1.48124 0.506
C 3.21043 1.16327 0.91946 -0.125
C 4.15727 0.43660 0.22017 -0.780
C 4.01823 -0.93235 0.08336 -0.337
C 2.93493 -1.57027 0.66312 -0.968
C 1.98746 -0.84087 1.35811 0.096
H -4.61396 -1.23288 1.47816 0.455
H -3.30266 -0.06058 1.34088 0.150
H -3.13821 -1.44401 2.43113 0.265
H -3.27200 -2.99591 0.44507 0.431
H -3.27700 -1.57121 -0.62165 0.229
H 0.12784 -3.00657 0.13908 0.228
H -1.39242 -3.84439 -0.25387 0.423
H -0.38464 -3.40504 -2.35907 0.466
H -1.61945 -2.15155 -2.20803 0.260
H 0.54640 -1.22008 -3.05205 0.370
H 1.36588 -1.81378 -1.60343 0.210
H -0.63871 -0.32017 -0.56653 -0.223
H 1.26999 2.52132 -0.17346 0.050
H -0.04517 2.99593 -2.53804 0.384
H -0.12569 4.12095 -1.17747 0.376
H -2.47377 3.68869 -1.32142 0.406
H -2.21853 2.07675 -1.99379 0.223
H -0.55993 0.05408 1.57857 -0.118
H -1.08643 1.52587 2.39832 0.576
H 1.31172 2.38725 2.22858 0.353
H 1.05128 0.98994 3.27079 0.455
H 3.33648 2.23207 1.02835 0.373
H 5.00215 0.94202 -0.22209 0.381
H 4.75197 -1.50062 -0.46833 0.413
H 2.83223 -2.64361 0.57834 0.416
H 1.14883 -1.34866 1.81298 0.486


Which one sits at the top of the stability order? *x* does.


*w*
27
Properties=species:S:1:pos:R:3:mulliken_charge:R:1 method="wB97M-V/def2-TZVPD" homo_ev=-12.19 total_charge=+1 homo_lumo_gap_ha=0.3177
C -0.68352 -1.99638 -0.61493 -1.551
C 0.21861 -0.96435 0.10433 0.311
N 1.45031 -1.34070 0.54175 -0.568
C 2.33248 -1.66898 -0.32635 -0.490
C 2.59425 -0.80530 -1.43722 -0.158
C 1.86677 0.33962 -1.77739 -0.415
C 0.46634 0.49082 -1.56337 0.128
O 0.11809 1.71855 -1.15773 -0.340
C -0.93745 1.77100 -0.24806 -0.737
C -0.65863 1.16183 1.15076 0.259
C -1.86637 1.46319 1.99212 -1.577
N -0.53118 -0.31374 1.22875 0.106
H -1.20851 -2.67470 0.09677 0.420
H -0.11820 -2.54497 -1.28641 0.455
H -1.44337 -1.60043 -1.33637 0.382
H 3.05035 -2.35922 0.04093 0.482
H 3.62544 -0.94389 -1.94547 0.311
H 2.73148 1.06260 -1.98594 0.294
H -0.25486 -0.07385 -2.13373 0.450
H -1.96790 1.26363 -0.58447 0.310
H -1.15087 2.80395 -0.08903 0.403
H 0.30627 1.54286 1.61692 0.373
H -2.46219 0.70786 1.87600 0.537
H -2.24434 2.32920 1.56142 0.440
H -1.72769 1.75604 3.00923 0.366
H -0.07052 -0.37641 2.13551 0.381
H -1.43480 -0.74823 1.13198 0.427


*x*
27
Properties=species:S:1:pos:R:3:mulliken_charge:R:1 method="wB97M-V/def2-TZVPD" homo_ev=-11.75 total_charge=+1 homo_lumo_gap_ha=0.3202
C -4.55272 -0.31982 -0.62158 -0.451
C -3.79312 0.15487 -1.59683 -0.398
C -4.00619 -0.46890 0.74217 -0.364
C -2.28694 0.23852 -1.39263 -0.356
C -2.70489 -0.40120 1.00535 -0.586
C -1.67751 -0.18171 0.02429 0.814
C 2.19997 0.89173 1.15258 -0.669
C 3.85648 -0.96580 0.49177 -0.932
C 1.87790 -0.43749 -0.83388 0.225
N -0.46255 -0.49736 0.26095 -0.660
N 2.64344 -0.17185 0.24016 0.095
O 2.17573 -1.30921 -1.74129 -0.402
H -5.60924 -0.59761 -0.72369 0.361
H -4.26135 0.46751 -2.61474 0.299
H -4.67742 -0.57742 1.62256 0.334
H -1.87478 1.31319 -1.75501 0.282
H -2.35289 -0.37658 2.07913 0.195
H 2.78448 0.89392 2.02135 0.319
H 2.47341 1.81608 0.64246 0.344
H 1.12336 0.74359 1.13927 0.228
H 3.36958 -1.98410 0.49682 0.411
H 4.54229 -0.92830 -0.39467 0.326
H 4.23060 -0.77080 1.53254 0.299
H 0.89013 -0.02924 -1.00949 0.519
H -0.37768 -0.76979 1.32824 0.170
H -1.75994 -0.49832 -2.04588 0.274
H 2.78873 -1.95632 -1.41075 0.324


Which one sits at the top of the stability order? *x* does.


*w*
9
Properties=species:S:1:pos:R:3:mulliken_charge:R:1 method="wB97M-V/def2-TZVPD" homo_ev=-10.22 homo_lumo_gap_ha=0.3720
N 2.15799 0.51826 0.23361 -0.599
N 0.35675 -1.29466 0.01028 -0.389
O -0.54786 1.15679 0.12814 -0.558
P 0.61881 0.30458 0.03848 0.808
Br -3.58088 0.59489 -0.03984 -0.323
H 2.51597 1.34736 -0.13700 0.240
H -0.31977 -1.86916 0.44325 0.246
H 1.04921 -1.97552 -0.23694 0.266
H -2.25021 1.21747 -0.43997 0.308


*x*
9
Properties=species:S:1:pos:R:3:mulliken_charge:R:1 method="wB97M-V/def2-TZVPD" homo_ev=-9.73 homo_lumo_gap_ha=0.3380
N -0.82830 1.67636 -1.18298 -0.618
N 0.45901 -0.74940 -1.07009 -0.460
O -0.53472 0.29566 1.14499 -0.482
P -0.44497 0.42152 -0.32514 0.906
Br 0.98110 -1.39873 2.93942 -0.452
H -1.62866 2.26795 -0.92253 0.273
H 0.96871 -1.38535 -0.49181 0.257
H 0.90378 -0.52748 -2.04796 0.309
H 0.12404 -0.60053 1.95610 0.267


Which one sits at the top of the stability order? *x* does.


*w*
14
Properties=species:S:1:pos:R:3:mulliken_charge:R:1 method="wB97M-V/def2-TZVPD" smiles=Cn1cc(F)cc1O homo_ev=-7.89 homo_lumo_gap_ha=0.3082
C -1.15395 1.96789 -0.56148 -1.054
N -0.51461 0.72368 -0.21871 0.114
C -1.16411 -0.48743 -0.04635 -0.546
C -0.19739 -1.39985 0.26948 0.512
F -0.40023 -2.69895 0.51552 -0.305
C 1.08420 -0.76375 0.29768 -0.639
C 0.82159 0.54742 -0.01191 0.298
O 1.72796 1.56434 -0.10824 -0.494
H -0.78294 2.39070 -1.50278 0.366
H -0.99227 2.71644 0.21354 0.390
H -2.22222 1.80550 -0.65798 0.287
H -2.25559 -0.58760 -0.15350 0.333
H 2.03690 -1.17567 0.52207 0.424
H 1.25474 2.37511 -0.34864 0.316


*x*
14
Properties=species:S:1:pos:R:3:mulliken_charge:R:1 method="wB97M-V/def2-TZVPD" smiles=Cc1noc(C)c1F homo_ev=-8.75 homo_lumo_gap_ha=0.3538
C -2.56505 0.19754 0.06891 -1.004
C -1.08581 0.41028 0.12246 0.277
N -0.44999 1.44713 0.63713 -0.526
O 0.87488 1.34575 0.48313 -0.120
C 1.13659 0.16690 -0.01566 0.304
C 2.58030 -0.35115 -0.09263 -0.981
C -0.20520 -0.59576 -0.26566 0.659
F -0.28971 -1.79531 -0.82951 -0.298
H -3.02951 0.57506 1.00634 0.309
H -2.92499 0.84792 -0.74687 0.254
H -2.82656 -0.87532 -0.11711 0.284
H 3.25998 0.51186 -0.10438 0.333
H 2.94289 -0.83418 0.85613 0.247
H 2.58218 -1.05074 -1.00228 0.262


Which one sits at the top of the stability order? *w* does.


*w*
14
Properties=species:S:1:pos:R:3:mulliken_charge:R:1 method="wB97M-V/def2-TZVPD" smiles="O/N=C1/CCC=C1F" homo_ev=-8.98 homo_lumo_gap_ha=0.3620
O 2.47822 -0.10266 1.59387 -0.400
N 1.37317 0.81097 1.37008 -0.530
C 0.55706 0.29835 0.52679 0.394
C -0.88199 0.88736 0.36529 -0.586
C -1.49357 0.06798 -0.85762 -0.491
C -0.46120 -0.94201 -1.22341 -0.532
C 0.64161 -0.84690 -0.50130 0.457
F 1.73148 -1.59910 -0.75342 -0.271
H 3.00332 0.24788 2.28371 0.328
H -1.43968 0.87345 1.26060 0.332
H -0.92156 1.96536 0.14358 0.257
H -1.78387 0.66823 -1.73592 0.338
H -2.30002 -0.57299 -0.57570 0.257
H -0.50298 -1.75591 -1.89654 0.446


*x*
14
Properties=species:S:1:pos:R:3:mulliken_charge:R:1 method="wB97M-V/def2-TZVPD" smiles="F[C@@H]1[C@@H]2C=NOC[C@H]12" homo_ev=-8.90 homo_lumo_gap_ha=0.3525
F 0.84298 -1.46555 0.44058 -0.281
C -0.51706 -1.36772 0.56792 -0.051
C -0.93171 -0.61223 -0.67639 -0.455
C -0.03733 0.14461 -1.53709 -0.138
N 0.91765 0.90214 -1.06233 -0.466
O 0.98567 1.38972 0.25599 -0.184
C -0.20234 1.18146 1.02559 -0.397
C -1.03738 -0.04388 0.67712 -0.229
H -0.94626 -2.18402 1.12113 0.408
H -1.63508 -0.91077 -1.39723 0.346
H -0.11462 -0.12069 -2.51826 0.472
H -1.06386 2.03367 0.83584 0.265
H 0.27800 1.00178 2.09799 0.273
H -2.05905 0.12385 0.94078 0.437


Which one sits at the top of the stability order? *w* does.


*w*
7
Properties=species:S:1:pos:R:3:mulliken_charge:R:1 method="wB97M-V/def2-TZVPD" homo_ev=-8.64 homo_lumo_gap_ha=0.3265
B -0.26788 0.12252 -0.70618 0.351
N 0.34257 -0.94444 1.32942 -0.635
O 0.71757 0.61811 -1.48713 -0.410
H -1.39495 0.27934 -0.95117 -0.014
H 0.50402 -0.11909 1.83745 0.188
H 1.25308 -1.37487 1.34863 0.182
H 0.43289 1.16028 -2.24226 0.338


*x*
7
Properties=species:S:1:pos:R:3:mulliken_charge:R:1 method="wB97M-V/def2-TZVPD" smiles=NBO homo_ev=-9.95 homo_lumo_gap_ha=0.3921
N -0.29883 -0.35450 0.80743 -0.328
B 0.10516 0.19080 -0.40844 0.238
O 1.34952 0.69477 -0.21554 -0.570
H -1.06881 -1.08302 0.89538 0.214
H -0.03626 -0.09613 1.69245 0.212
H -0.44624 0.30178 -1.64834 -0.081
H 1.78312 1.01879 -1.09465 0.314


Which one sits at the top of the stability order? *x* does.